{
  "formula": "C26H58NO6",
  "method": "ωB97M-V/def2-TZVPD",
  "homo_energy_ev": -11.02,
  "total_charge": 1,
  "species": ["H", "H", "H", "H", "H", "N", "O", "H", "C", "H", "H", "H", "H", "C", "O", "H", "H", "H", "H", "H", "H", "H", "H", "O", "C", "H", "C", "C", "C", "C", "H", "H", "C", "O", "H", "H", "H", "H", "H", "C", "C", "C", "C", "C", "C", "H", "O", "H", "H", "H", "H", "H", "C", "H", "C", "H", "H", "C", "C", "C", "C", "C", "H", "O", "H", "H", "H", "H", "H", "C", "H", "H", "C", "C", "H", "H", "C", "C", "H", "H", "H", "H", "H", "H", "H", "H", "H", "H", "H", "H", "H"],
  "xyz": [[3.174469, -1.853546, 3.141357], [-2.166833, 3.789760, -2.782186], [1.604573, -4.390202, -3.104169], [-3.845075, -3.369024, -4.665834], [-4.165420, 0.204776, -0.675537], [-2.810838, 1.739629, -0.162515], [-5.068583, -2.051522, -5.618404], [0.125398, 5.261625, -1.762655], [3.546412, -1.541554, 6.938538], [-3.306266, -0.977647, 1.636874], [3.940457, -4.832487, 0.082533], [4.222262, -1.273159, 7.756352], [2.376081, 1.423025, 6.943862], [-3.362399, 0.070739, 1.373958], [3.235756, -0.040269, 4.048946], [2.419885, 0.854769, 1.718325], [3.103769, -2.511779, 7.154805], [-5.477845, 0.471515, -2.570753], [-4.408444, -0.214001, -6.352909], [-3.042513, -1.841390, -2.962741], [-0.265321, 6.160596, -0.284332], [-4.268091, 0.561368, 1.721686], [1.229370, 1.055047, 0.458624], [2.043078, -3.980510, 0.198627], [-2.231615, 2.060457, 0.928177], [-5.873429, -0.903753, -7.083832], [1.698833, -4.762249, -2.078586], [2.844763, -0.323943, -0.015449], [-1.950594, 3.486743, -1.758639], [-2.162081, 0.921395, 1.874483], [-5.034580, 1.507339, -3.950623], [-1.036986, 2.896914, -1.805869], [-3.081303, 2.548805, -1.359372], [2.485898, -0.606091, 6.835983], [2.981239, -3.152866, -1.454650], [3.967645, 0.800750, 6.480655], [0.457344, 3.202137, -0.376547], [4.115955, -1.608170, 6.008321], [2.046624, -1.694784, 4.502028], [1.940309, 4.551351, 0.267631], [2.306074, 0.939573, 0.634999], [-1.788055, 4.779654, -0.931970], [-5.146493, 0.475612, -3.618424], [2.518056, 0.841901, 4.896583], [-3.894729, -2.295037, -4.868696], [2.762545, 1.864306, 4.589272], [-3.878317, -0.143996, -3.732104], [2.782000, -0.281967, -1.102634], [-1.867904, 3.054664, 1.130693], [2.683609, 2.423176, -0.843251], [-4.816582, -1.838754, -2.986937], [0.741463, -5.208005, -1.789672], [2.024595, -3.599801, -1.168297], [2.337892, -1.211414, 0.357185], [0.467832, 4.198419, 0.077921], [-3.003578, -2.016291, -5.438913], [4.085338, 2.058577, 0.153588], [2.644931, 3.432290, 1.060255], [-3.921652, -1.556498, -3.550287], [3.010003, 2.219876, 0.180463], [2.890703, 0.660833, 6.350302], [-3.233578, 0.299180, -0.131284], [-2.204702, 1.203946, 2.920123], [2.725538, -5.734924, -2.071474], [2.393305, 4.602223, -0.723522], [1.937561, 3.083334, 1.814842], [3.337172, -7.467706, -1.214730], [-3.225278, 1.820264, -2.157068], [3.523435, 3.843666, 1.548385], [-4.887703, -1.137797, -6.687662], [-5.899287, -0.018240, -4.234345], [1.648078, -7.480352, -1.757526], [-0.321806, 5.187240, -0.770569], [2.427717, -6.874717, -1.284100], [-4.286546, -1.587001, -7.483769], [-4.029630, 3.077047, -1.256886], [3.350932, -4.165237, 0.714703], [2.492595, -1.174717, 3.650933], [3.250843, -4.610280, 1.703129], [3.871470, -3.205466, 0.808266], [3.903438, -0.409996, 0.232623], [-0.001360, 4.085835, 1.062061], [-1.252019, 0.337185, 1.710721], [2.057475, 5.511593, 0.766148], [-2.331769, 5.559724, -1.463999], [2.106330, -6.595894, -0.277486], [1.247685, -2.834938, -1.280080], [-2.416993, -0.281852, -0.554870], [-2.260608, 4.719737, 0.049359], [1.699161, -0.885297, 2.949691], [1.438905, 0.696529, 4.772149]],
  "atomic_forces_ev_per_a": [[0.02, 0.04, -0.03], [0.05, -0.13, -0.12], [-0.02, 0.01, 0.01], [0.03, 0.00, 0.00], [0.08, -0.18, -0.26], [-0.28, -0.22, 0.10], [0.01, 0.13, 0.06], [0.13, 0.14, -0.02], [-0.02, 0.01, 0.04], [-0.12, -0.04, 0.20], [0.01, 0.01, 0.00], [0.03, 0.00, -0.02], [0.02, 0.02, -0.01], [0.68, 0.57, -0.33], [-0.04, -0.03, -0.02], [0.06, -0.03, 0.05], [-0.02, 0.01, 0.03], [-0.14, 0.00, -0.05], [0.02, 0.00, 0.00], [0.00, 0.00, -0.02], [-0.01, 0.16, -0.17], [-0.27, -0.36, 0.12], [-0.08, -0.05, -0.08], [0.04, 0.05, 0.00], [0.17, -0.03, 0.12], [-0.01, -0.03, 0.00], [0.14, -0.05, -0.13], [0.16, 0.27, 0.10], [-0.24, 0.15, 0.16], [-0.58, -0.75, 0.05], [-0.02, 0.00, 0.00], [0.15, 0.03, 0.06], [0.25, 0.07, -0.67], [0.03, -0.04, -0.09], [0.02, -0.01, -0.03], [0.02, 0.00, -0.02], [-0.14, -0.07, -0.04], [0.02, 0.01, 0.00], [0.00, 0.04, 0.02], [-0.06, -0.55, 0.13], [0.15, 0.10, 0.24], [0.11, -0.03, -0.26], [0.08, 0.01, 0.00], [0.12, 0.07, -0.10], [-0.13, -0.14, -0.08], [0.00, -0.01, 0.01], [0.02, 0.07, 0.15], [-0.14, -0.07, -0.07], [0.12, 0.08, -0.22], [0.21, 0.01, -0.15], [-0.03, -0.01, 0.00], [-0.02, 0.00, 0.02], [-0.16, 0.03, 0.13], [-0.06, -0.12, -0.09], [0.21, -0.03, -0.15], [0.02, 0.02, 0.01], [0.10, -0.01, 0.01], [-0.19, 0.18, -0.55], [0.13, 0.05, 0.02], [-0.51, -0.04, 0.04], [-0.14, -0.03, 0.14], [-0.21, 0.54, 0.57], [0.03, 0.13, 0.06], [-0.01, 0.01, 0.08], [0.14, 0.31, -0.01], [0.16, 0.10, 0.37], [0.01, 0.00, -0.03], [0.01, -0.08, 0.00], [0.07, -0.11, 0.18], [-0.01, -0.05, -0.03], [-0.01, -0.01, 0.03], [-0.02, 0.00, 0.03], [-0.19, -0.31, 0.23], [0.01, 0.00, -0.03], [0.03, 0.03, 0.00], [-0.05, -0.02, 0.35], [-0.02, -0.03, 0.02], [0.01, -0.03, -0.01], [-0.03, 0.02, 0.01], [0.03, -0.01, -0.03], [0.06, -0.12, 0.01], [0.00, 0.14, 0.10], [0.30, 0.26, 0.00], [-0.05, 0.13, -0.03], [-0.02, 0.14, 0.11], [-0.01, 0.00, 0.00], [0.02, 0.01, -0.05], [-0.12, -0.14, -0.30], [-0.05, -0.08, 0.09], [-0.05, -0.07, 0.02], [-0.03, -0.01, 0.01]],
  "mulliken_charge": [0.157, 0.508, 0.395, 0.398, 0.219, 0.359, -0.374, 0.336, -0.697, 0.408, 0.331, 0.333, 0.399, -0.864, -0.399, -0.244, 0.242, 0.333, 0.262, 0.313, 0.398, 0.338, -0.264, -0.369, 0.080, 0.243, -0.755, -1.435, -0.879, -0.755, 0.219, 0.298, -0.096, -0.373, 0.330, 0.374, -0.162, 0.297, 0.406, -1.403, 1.006, -0.746, -0.880, -0.202, -0.771, 0.340, -0.314, 0.434, 0.417, 0.400, 0.399, 0.377, -0.269, 0.205, 0.568, 0.370, 0.537, -0.579, -0.358, -0.863, -0.776, -0.167, 0.460, -0.373, 0.415, 0.203, 0.241, 0.101, 0.463, -0.665, 0.447, 0.324, -1.019, -0.689, 0.337, 0.173, -0.658, -0.417, 0.235, 0.250, 0.343, 0.202, 0.072, 0.446, 0.423, 0.295, 0.328, 0.246, 0.481, 0.061, 0.234]
}

=====

{
  "formula": "C6H13MoN2",
  "method": "ωB97M-V/def2-TZVPD",
  "multiplicity": 3,
  "e_above_lowest_kcal_mol": 10.3,
  "homo_energy_ev": [-12.22, -12.50],
  "total_charge": 1,
  "s_squared": 2.0237,
  "species": ["N", "N", "H", "C", "H", "C", "H", "H", "H", "H", "Mo", "C", "C", "H", "C", "H", "H", "H", "H", "H", "H", "C"],
  "xyz": [[-0.835643, -2.617345, 0.548781], [-0.088598, 0.338022, 0.159945], [-0.108922, 3.720636, 0.173087], [0.106795, 2.710288, 0.523274], [-1.632632, -2.456928, 1.170130], [1.059953, 1.164432, 2.109153], [0.422432, -1.296229, -3.332758], [-0.884726, 1.758704, -1.181101], [0.299810, -2.298507, -1.184180], [1.576954, 0.926673, 3.038666], [-0.845699, -1.134085, -1.138093], [-0.337241, 1.632096, -0.236314], [0.791457, 2.478353, 1.720688], [0.886630, -0.932088, 1.538346], [0.650730, 0.112400, 1.294140], [1.227339, 0.164732, -2.581393], [-0.010882, -2.592353, 1.151179], [1.088842, 3.307267, 2.356723], [-2.278933, -1.347987, -0.319647], [-0.457662, 0.295486, -3.256656], [-0.911625, -3.573560, 0.202037], [0.281616, -0.360017, -2.756013]],
  "atomic_forces_ev_per_a": [[-0.53, -0.13, 1.10], [0.68, 0.80, 0.41], [0.10, -0.31, 0.17], [-0.19, -0.16, -0.13], [0.26, -0.25, -0.16], [-0.06, -0.31, -0.24], [0.16, 0.68, -0.25], [0.28, -0.02, 0.53], [0.65, -0.03, -0.50], [-0.06, 0.18, -0.31], [1.78, -0.74, 1.24], [0.48, -0.80, 0.77], [-0.27, -0.33, -0.18], [-0.12, 0.74, -0.14], [-0.73, 0.57, -0.67], [-0.27, -0.16, -0.13], [-0.09, -0.19, -0.39], [0.02, -0.12, -0.17], [-1.55, 0.68, -0.59], [0.34, -0.03, -0.31], [0.01, 0.13, 0.09], [-0.88, -0.20, -0.15]],
  "mulliken_charge": [-0.686, -0.189, 0.366, -0.703, 0.346, -0.741, 0.402, 0.382, 0.253, 0.368, 0.339, 0.021, -0.071, 0.270, 0.035, 0.279, 0.292, 0.413, 0.120, 0.420, 0.340, -1.255]
}

=====

> Which formula does entry 2 have?

C6H13MoN2

=====

> What is the formula in the first record?

C26H58NO6